Below is 2 unconnected molecules or ions with the total composition C3H11NOS in a non-equilibrium geometry, with properties calculated with ωB97M-V/def2-TZVPD.

Results
Energy relative to the best compared isomer or geometry (same formula, charge and spin)   28.5 kcal/mol
HOMO-LUMO gap   0.348 Eh
Calculated total energy   -17661.18481 eV

```
17
Properties=species:S:1:pos:R:3:forces:R:3:lowdin_charge:R:1
C -0.2833 -2.5082 3.7130 -1.4 0.0 1.5 -0.424
S 0.2103 -0.7357 3.8247 -0.2 -0.8 -0.2 0.712
C -1.3092 0.1798 3.4845 -0.7 -0.2 0.2 -0.456
H 0.3284 -2.9875 2.9785 0.4 -0.4 -0.2 0.004
H -1.3496 -2.6703 3.4533 0.6 0.6 -0.3 0.037
H -0.2714 -3.0115 4.7181 0.7 0.5 -0.9 0.039
H -1.7877 0.4444 4.4346 0.2 0.3 -0.3 0.022
H -1.0034 1.0650 2.9172 -0.3 -0.1 0.2 0.022
H -2.0874 -0.3778 2.9208 0.8 0.2 0.1 0.043
N -0.6112 1.3142 -5.2818 -0.8 -0.3 1.0 0.020
C 0.3695 1.1995 -4.2594 0.9 -1.3 -2.3 -0.331
O 1.6877 1.2986 -4.8173 1.4 1.3 1.0 -0.104
H -0.7388 2.2086 -5.7131 0.1 0.0 -0.1 0.069
H -0.8414 0.5039 -5.8253 0.1 0.1 -0.1 0.066
H 0.2639 1.9677 -3.5164 0.1 0.3 0.3 0.106
H 0.4357 0.1959 -3.8360 -1.1 0.1 0.4 0.111
H 1.8070 0.9856 -5.7112 -0.7 -0.2 -0.2 0.064
```
Forces are in eV/Å.

=====

Below is 2 unconnected molecules or ions with the total composition C6H13NO3 in a non-equilibrium geometry, with properties calculated with ωB97M-V/def2-TZVPD.

Results
Energy relative to the best compared isomer or geometry (same formula, charge and spin)   32.2 kcal/mol
HOMO-LUMO gap   0.415 Eh
Calculated total energy   -14065.23489 eV

```
23
Properties=species:S:1:pos:R:3:forces:R:3:lowdin_charge:R:1
C -4.1311 0.2734 -3.2075 -0.1 0.1 0.0 -0.046
C -3.1794 -0.8783 -2.9347 0.0 0.0 0.3 -0.426
O -2.8221 -1.5517 -4.1466 -0.1 -0.2 -0.2 -0.047
C -1.9326 -0.4291 -2.1714 0.1 0.5 0.2 -0.111
C -1.0022 -1.5733 -1.7882 -0.4 -0.2 0.1 -0.378
O -0.4569 -2.1897 -2.9461 0.2 -0.1 0.0 -0.050
C 0.2010 -1.2065 -0.9134 0.6 -0.4 0.2 -0.118
C -0.0525 -0.2793 0.1906 0.0 1.5 0.5 -0.216
N -0.1549 0.5855 0.9587 -0.1 -1.4 -0.9 0.145
H -5.0168 -0.0779 -3.7533 0.2 0.1 0.1 0.088
H -4.4574 0.7265 -2.2616 0.1 -0.1 -0.3 0.090
H -3.6340 1.0531 -3.8049 -0.1 -0.2 0.1 0.089
H -3.6967 -1.6446 -2.3373 0.1 0.1 -0.2 0.154
H -2.5699 -0.8985 -4.8087 0.0 0.1 0.0 0.103
H -1.3788 0.3061 -2.7790 -0.1 -0.1 0.1 0.135
H -2.2630 0.0918 -1.2607 0.1 -0.1 -0.2 0.128
H -1.5901 -2.3193 -1.2242 0.0 0.1 -0.1 0.155
H -1.2031 -2.3539 -3.5473 0.0 0.0 0.0 0.082
H 0.6175 -2.1317 -0.4895 -0.2 0.1 -0.1 0.131
H 1.0304 -0.7929 -1.5072 -0.4 0.1 0.0 0.135
O 0.9994 -0.1577 -4.4848 -0.8 0.5 -0.5 -0.081
H 0.5795 -0.8964 -4.0107 -0.1 0.1 -0.1 -0.007
H 0.2880 0.2826 -5.0086 0.9 -0.7 0.7 0.046
```
Forces are in eV/Å.

=====

Below is 9 unconnected molecules or ions with the total composition H18O9 in a non-equilibrium geometry, with properties calculated with ωB97M-V/def2-TZVPD.

Results
Energy relative to the best compared isomer or geometry (same formula, charge and spin)   65.6 kcal/mol
HOMO-LUMO gap   0.374 Eh
Calculated total energy   -18719.29026 eV

```
27
Properties=species:S:1:pos:R:3:forces:R:3:lowdin_charge:R:1
O 0.7743 2.4069 1.9227 1.9 0.5 1.8 -0.045
H 0.0021 1.9861 1.6115 -1.3 -0.8 -0.4 -0.038
H 1.0596 1.9647 2.7584 -0.5 0.6 -1.3 0.051
O -0.9823 2.8270 -0.2637 0.1 0.3 1.3 0.000
H -1.6808 2.4911 -0.7825 -1.5 -0.3 -0.8 0.013
H -0.2696 2.9022 -0.8778 1.2 0.1 -0.5 0.046
O 0.2858 -0.7086 2.5144 0.2 0.3 0.4 -0.045
H 0.4363 -0.1526 3.2901 -0.1 -0.2 -0.2 0.079
H -0.5494 -1.1575 2.6449 -0.4 -0.5 0.3 0.049
O 2.0703 -2.9208 2.0658 -0.5 0.4 -0.9 -0.068
H 2.3150 -3.3611 2.8730 -0.3 0.0 0.5 0.022
H 1.2435 -2.3985 2.1619 1.0 -0.5 0.4 -0.007
O -0.7702 1.4915 -3.3068 0.5 1.4 -0.3 -0.058
H -0.3440 2.3636 -3.5319 -1.0 -1.3 0.3 0.092
H -1.5421 1.6672 -2.7514 0.2 0.2 -0.4 0.044
O -0.5653 -0.0730 0.0403 -0.7 0.0 -0.3 -0.059
H -0.3235 -0.3909 0.9317 0.1 0.6 -0.4 0.008
H -0.9633 0.8116 0.0607 0.5 -0.3 0.5 0.022
O 1.8287 0.5237 -2.2791 1.1 0.5 0.1 -0.056
H 1.4890 1.2466 -2.8094 -0.2 -0.4 0.1 0.000
H 1.1227 -0.1009 -2.1049 -0.4 -0.2 -0.1 -0.022
O -0.9619 -2.9097 1.3396 -0.4 0.1 -0.1 -0.038
H -0.4225 -3.5070 0.8201 0.5 -0.3 0.1 0.056
H -1.5795 -2.5895 0.6749 -0.2 0.2 0.0 0.050
O -0.4576 -1.1820 -2.3825 -0.5 -0.3 1.7 -0.087
H -0.7524 -0.6981 -1.5553 0.6 -0.9 -0.9 0.008
H -0.4628 -0.5320 -3.0647 -0.2 0.7 -0.9 -0.019
```
Forces are in eV/Å.

=====

Below is a single C2H3N3OS molecule in a non-equilibrium geometry, with properties calculated with ωB97M-V/def2-TZVPD.

Results
Energy relative to the best compared isomer or geometry (same formula, charge and spin)   76.3 kcal/mol
HOMO-LUMO gap   0.343 Eh
Calculated total energy   -19471.77594 eV

```
10
Properties=species:S:1:pos:R:3:forces:R:3:lowdin_charge:R:1
C -1.9398 -0.6629 -0.9993 -3.3 -1.3 -0.7 -0.462
S -0.9553 0.8240 -1.0619 -0.9 0.4 -0.1 0.897
C 0.0996 0.2620 0.1709 -0.6 -1.5 -2.3 -0.737
N 1.0867 0.9802 0.6898 0.4 0.5 2.4 0.043
N 1.7928 0.1868 1.3811 0.6 -0.2 -2.1 0.094
O 1.3649 -1.0880 0.9888 2.8 -1.0 4.0 -0.060
N 0.2821 -1.0456 0.3482 -1.8 1.8 -1.6 0.033
H -1.3709 -1.6035 -1.2869 -0.9 1.4 0.3 0.055
H -2.3954 -0.7588 0.0275 0.9 -0.1 -0.8 0.049
H -2.9581 -0.5618 -1.6247 2.7 0.0 0.8 0.088
```
Forces are in eV/Å.